[1]
{"formula": "C14H10LiN5O2", "method": "ωB97M-V/def2-TZVPD", "spin_multiplicity": 2, "molar_mass_g_mol": 287.21, "total_charge": -1, "e_tot_ev": -26427.4868, "s_squared": 0.7735, "species": ["O", "N", "C", "C", "N", "N", "N", "N", "C", "C", "C", "O", "H", "H", "H", "C", "Li", "C", "C", "C", "C", "C", "C", "C", "C", "H", "H", "H", "H", "H", "H", "H"], "xyz": [[-3.409, -1.177, -0.655], [-3.573, 0.043, -0.921], [-2.790, 0.968, -0.168], [-1.990, 0.443, 0.832], [-1.205, 1.331, 1.515], [-0.371, 1.056, 2.560], [0.151, 2.204, 2.931], [-0.317, 3.243, 2.179], [-1.176, 2.704, 1.288], [-2.000, 3.228, 0.259], [-2.806, 2.369, -0.451], [-4.370, 0.451, -1.795], [-2.028, -0.575, 1.197], [-1.929, 4.299, 0.102], [-3.468, 2.705, -1.247], [2.057, -2.123, 1.490], [2.273, -2.473, -1.898], [0.658, -2.313, 1.613], [0.031, -1.823, 0.442], [1.042, -1.308, -0.436], [2.326, -1.540, 0.201], [3.502, -1.207, -0.490], [3.409, -0.551, -1.719], [2.162, -0.291, -2.312], [0.973, -0.698, -1.701], [2.828, -2.364, 2.220], [0.150, -2.754, 2.470], [-1.024, -1.881, 0.167], [4.467, -1.439, -0.033], [4.316, -0.226, -2.230], [2.121, 0.250, -3.257], [-0.012, -0.552, -2.153]], "forces_ev_per_angstrom": [[0.1, -0.8, 0.2], [1.4, 1.3, 1.2], [-0.9, -1.0, -0.9], [0.0, 0.0, 0.7], [0.5, 1.4, 0.7], [-0.1, 1.0, -0.3], [-1.2, 0.0, -1.3], [-0.2, -1.1, -0.1], [0.7, -1.5, 0.9], [-0.2, -0.1, -0.2], [0.4, 0.3, 0.2], [-0.6, 0.6, -0.8], [0.0, 0.5, -0.2], [-0.3, -0.2, -0.2], [0.2, -0.1, 0.2], [0.3, 0.0, -0.7], [0.0, 0.4, 0.2], [0.6, 0.6, -1.2], [0.3, -0.4, -0.4], [-1.3, -0.8, 0.8], [-0.2, -0.5, 1.5], [0.1, 0.2, 0.1], [0.9, -0.3, 0.2], [-0.9, 0.1, -0.6], [0.0, 0.1, 0.0], [-0.3, 0.0, -0.2], [0.1, 0.2, -0.2], [0.4, 0.0, 0.2], [-0.1, 0.2, -0.2], [-0.2, -0.1, 0.1], [0.0, -0.2, 0.2], [0.4, 0.1, 0.0]], "nbo_charge": [-0.591, 0.395, -0.014, -0.054, -0.163, -0.105, -0.084, -0.340, 0.251, -0.273, -0.167, -0.574, 0.257, 0.222, 0.246, -0.379, 0.956, -0.195, -0.339, -0.204, -0.088, -0.302, -0.361, -0.365, -0.262, 0.198, 0.207, 0.240, 0.214, 0.214, 0.218, 0.241]}

---

[2]
{"formula": "C2H11N2", "method": "ωB97M-V/def2-TZVPD", "molar_mass_g_mol": 63.12, "total_charge": 1, "relative_energy_kj_mol": 200.73, "e_tot_ev": -5224.8649, "species": ["N", "H", "H", "H", "H", "C", "N", "C", "H", "H", "H", "H", "H", "H", "H"], "xyz": [[-1.955, 0.323, 1.655], [-2.920, 0.131, 2.027], [-0.059, 0.919, -0.093], [-1.726, 0.900, 2.429], [-2.170, 0.817, 0.832], [-0.111, -1.173, -0.490], [0.339, 0.273, -0.778], [1.984, 0.456, -0.660], [-0.452, -1.506, 0.544], [0.792, -1.764, -0.659], [-0.691, -1.503, -1.359], [0.010, 0.734, -1.710], [2.197, 1.571, -0.479], [2.295, -0.118, 0.234], [2.467, -0.061, -1.493]], "forces_ev_per_angstrom": [[-1.9, -1.9, 1.6], [0.9, -0.7, -0.9], [0.1, -0.3, 0.3], [1.1, 1.3, 0.3], [-0.2, 1.4, -0.9], [1.1, -1.1, -1.0], [1.5, 1.1, -0.3], [-1.6, 0.5, 1.1], [-0.1, 1.6, -1.4], [0.2, 0.1, 0.1], [-0.7, 0.3, 0.7], [0.7, -1.7, 1.7], [-0.3, -1.8, -0.8], [-0.5, 0.5, -0.3], [-0.4, 0.7, -0.2]], "nbo_charge": [-1.098, 0.384, 0.436, 0.375, 0.346, -0.447, -0.547, -0.396, 0.302, 0.220, 0.242, 0.451, 0.251, 0.238, 0.245]}

---

[3]
{"formula": "C39H63ErN6O2S", "method": "ωB97M-V/def2-TZVPD", "spin_multiplicity": 4, "molar_mass_g_mol": 847.30, "total_charge": 2, "e_tot_ev": -92949.8132, "s_squared": 3.7656, "species": ["Er", "N", "C", "C", "N", "C", "C", "N", "C", "C", "N", "H", "H", "H", "H", "H", "H", "H", "H", "H", "H", "H", "H", "H", "H", "H", "H", "H", "H", "C", "C", "C", "C", "C", "C", "C", "N", "C", "C", "C", "C", "C", "C", "O", "C", "C", "C", "C", "C", "C", "C", "C", "C", "O", "C", "C", "C", "C", "C", "C", "H", "H", "H", "H", "H", "H", "H", "H", "H", "H", "H", "H", "H", "H", "H", "H", "H", "H", "H", "H", "H", "H", "H", "H", "H", "H", "H", "H", "H", "H", "H", "H", "H", "H", "H", "H", "H", "H", "H", "H", "S", "C", "N", "C", "C", "C", "C", "H", "H", "H", "H", "H"], "xyz": [[-0.577, 1.648, 0.464], [-1.827, 2.391, -1.636], [-2.417, 3.754, -1.516], [-3.036, 3.987, -0.143], [-2.061, 3.848, 0.964], [-2.771, 3.616, 2.237], [-1.819, 3.147, 3.329], [-1.165, 1.878, 2.925], [-1.247, 5.087, 1.057], [0.235, 4.809, 0.901], [0.431, 4.018, -0.326], [-1.364, 2.326, -2.538], [-2.614, 1.740, -1.690], [-3.201, 3.906, -2.261], [-1.639, 4.487, -1.715], [-3.821, 3.254, -0.002], [-3.497, 4.981, -0.127], [-3.526, 2.845, 2.073], [-3.283, 4.524, 2.571], [-2.376, 3.032, 4.260], [-1.042, 3.892, 3.505], [-1.841, 1.122, 3.024], [-0.424, 1.659, 3.585], [-1.433, 5.600, 2.002], [-1.547, 5.775, 0.263], [0.616, 4.228, 1.745], [0.773, 5.760, 0.876], [1.397, 3.717, -0.333], [0.317, 4.634, -1.124], [6.787, -0.955, -1.757], [5.424, -1.604, -1.502], [5.606, -2.731, -0.473], [4.914, -2.195, -2.828], [4.385, -0.616, -0.982], [3.119, -1.030, -0.695], [2.137, -0.100, -0.279], [0.815, -0.308, -0.153], [0.145, -1.451, -0.382], [0.596, -2.550, -1.144], [0.006, -3.774, -1.000], [-1.114, -3.864, -0.125], [-1.718, -2.814, 0.521], [-1.109, -1.518, 0.385], [-1.507, -0.440, 0.941], [-3.052, -3.071, 1.240], [-3.229, -2.209, 2.500], [-4.177, -2.785, 0.232], [-3.185, -4.533, 1.692], [0.567, -4.995, -1.719], [-0.398, -6.184, -1.682], [0.876, -4.662, -3.186], [1.869, -5.391, -1.000], [2.529, 1.253, 0.129], [1.624, 1.950, 0.741], [3.855, 1.688, -0.201], [4.685, 0.757, -0.784], [4.428, 3.106, 0.015], [4.074, 3.980, -1.211], [5.965, 3.059, 0.079], [3.980, 3.769, 1.331], [7.487, -1.720, -2.091], [7.197, -0.503, -0.852], [6.733, -0.198, -2.542], [6.386, -3.417, -0.804], [4.689, -3.308, -0.341], [5.897, -2.325, 0.497], [5.642, -2.909, -3.216], [4.775, -1.409, -3.572], [3.964, -2.716, -2.693], [2.863, -2.075, -0.754], [1.369, -2.385, -1.877], [-1.567, -4.838, -0.019], [-3.122, -1.151, 2.274], [-2.488, -2.483, 3.256], [-4.218, -2.398, 2.925], [-4.134, -1.760, -0.132], [-5.155, -2.957, 0.688], [-4.087, -3.451, -0.628], [-2.322, -4.852, 2.280], [-3.318, -5.219, 0.856], [-4.072, -4.625, 2.320], [-1.370, -5.920, -2.105], [-0.538, -6.562, -0.668], [0.013, -6.996, -2.281], [-0.008, -4.261, -3.687], [1.180, -5.567, -3.713], [1.688, -3.942, -3.289], [1.685, -5.619, 0.052], [2.606, -4.587, -1.048], [2.301, -6.275, -1.472], [5.680, 1.077, -1.051], [4.148, 3.397, -2.129], [4.774, 4.814, -1.279], [3.075, 4.413, -1.166], [6.413, 2.892, -0.902], [6.309, 2.286, 0.768], [6.331, 4.020, 0.440], [2.924, 3.652, 1.532], [4.224, 4.833, 1.304], [4.526, 3.326, 2.166], [-4.005, 0.814, 0.046], [-5.617, 0.694, 0.543], [-5.901, 0.235, 1.793], [-7.157, 0.066, 2.277], [-8.233, 0.363, 1.504], [-8.005, 0.830, 0.195], [-6.729, 0.992, -0.275], [-5.109, -0.056, 2.347], [-7.239, -0.306, 3.288], [-9.234, 0.236, 1.886], [-8.848, 1.060, -0.443], [-6.537, 1.338, -1.280]], "forces_ev_per_angstrom": [[0.0, 0.4, 0.3], [-0.1, -0.2, 0.4], [0.0, 0.1, 0.2], [0.0, 0.0, -0.2], [-0.1, -0.1, 0.0], [0.0, -0.1, 0.2], [-0.1, 0.1, -0.2], [0.0, 0.0, -0.4], [0.3, 0.0, 0.0], [-0.2, 0.0, 0.0], [0.2, 0.0, 0.2], [0.1, 0.0, 0.0], [0.0, 0.0, -0.1], [0.0, 0.0, 0.0], [0.0, 0.0, -0.1], [-0.1, 0.0, 0.1], [0.0, 0.0, 0.0], [0.0, 0.0, -0.1], [0.0, 0.0, 0.0], [0.0, 0.0, 0.0], [0.0, 0.0, 0.0], [0.0, -0.1, -0.1], [0.1, 0.0, 0.0], [0.0, 0.0, 0.0], [-0.1, 0.0, 0.0], [0.0, 0.0, 0.0], [0.1, -0.1, 0.1], [0.1, 0.0, -0.1], [-0.1, -0.1, -0.1], [-0.1, 0.0, 0.0], [0.0, -0.1, 0.0], [0.0, 0.1, 0.0], [0.1, 0.0, 0.1], [-0.1, -0.1, 0.0], [0.3, -0.1, -0.1], [-0.2, 0.6, 0.0], [-0.1, -0.6, 0.0], [0.1, 0.7, 0.3], [-0.2, -0.7, -0.2], [0.4, 0.5, -0.2], [-0.1, 0.2, 0.1], [-0.2, -0.1, 0.2], [0.4, 0.1, -0.2], [0.1, 0.4, -0.1], [-0.1, 0.1, 0.1], [0.1, 0.0, -0.1], [0.0, 0.0, 0.0], [0.1, 0.1, 0.0], [0.1, -0.1, 0.0], [0.0, 0.1, -0.1], [-0.1, 0.0, 0.1], [0.0, -0.1, -0.1], [0.1, -0.5, -0.2], [-0.1, 0.2, -0.1], [-0.1, 0.2, 0.3], [-0.1, -0.2, 0.1], [0.0, 0.1, -0.1], [0.0, -0.1, 0.2], [0.0, 0.0, 0.0], [0.1, -0.1, -0.1], [0.0, 0.0, 0.0], [0.0, 0.0, 0.0], [0.0, 0.0, 0.0], [0.0, 0.0, 0.0], [0.0, 0.0, 0.0], [0.0, 0.0, 0.0], [0.0, 0.0, 0.0], [0.0, 0.0, 0.0], [0.0, 0.0, 0.0], [0.1, 0.0, 0.0], [0.1, -0.1, 0.0], [0.0, 0.0, 0.0], [0.0, 0.0, 0.0], [0.0, 0.1, 0.0], [0.0, 0.0, 0.0], [0.0, 0.0, 0.0], [0.0, 0.0, 0.0], [0.0, 0.0, 0.0], [0.0, 0.0, 0.0], [0.0, 0.0, 0.0], [0.0, 0.0, 0.0], [0.0, 0.0, 0.0], [0.0, 0.0, 0.0], [0.0, 0.0, 0.0], [0.0, 0.0, 0.0], [0.0, 0.0, 0.0], [0.0, 0.0, 0.0], [0.0, 0.0, 0.0], [0.0, 0.0, 0.0], [0.0, 0.0, 0.0], [-0.1, 0.0, 0.0], [0.1, 0.0, 0.0], [0.0, 0.0, 0.0], [-0.1, 0.0, 0.0], [0.1, 0.0, 0.0], [0.0, 0.0, 0.0], [0.0, 0.0, 0.0], [-0.2, 0.0, 0.0], [0.0, 0.0, 0.0], [-0.1, 0.0, 0.0], [-0.1, 0.0, 0.1], [-0.1, 0.0, -0.1], [-0.1, 0.0, -0.2], [-0.1, 0.0, 0.1], [-0.1, 0.0, -0.1], [0.1, 0.0, 0.0], [-0.1, 0.0, 0.1], [0.1, 0.0, 0.1], [0.1, 0.0, 0.0], [0.0, 0.0, 0.0], [0.0, 0.0, 0.0], [0.0, 0.0, 0.0]], "lowdin_spin": [3.018, -0.004, 0.000, 0.000, -0.002, 0.000, 0.000, -0.003, 0.000, 0.000, 0.000, 0.000, 0.000, 0.000, 0.000, 0.000, 0.000, 0.000, 0.000, 0.000, 0.000, 0.000, 0.000, 0.000, 0.000, 0.000, 0.000, 0.000, 0.000, 0.000, 0.001, 0.000, 0.000, 0.009, 0.000, 0.015, 0.004, -0.019, 0.003, -0.012, -0.009, -0.004, -0.017, -0.021, 0.000, 0.000, 0.000, 0.000, -0.001, 0.000, 0.000, -0.001, 0.018, 0.010, 0.002, 0.013, 0.000, 0.000, 0.000, 0.000, 0.000, 0.000, 0.000, 0.000, 0.000, 0.000, 0.000, 0.000, 0.000, 0.000, 0.000, 0.000, 0.000, 0.000, 0.000, 0.000, 0.000, 0.000, 0.000, 0.000, 0.000, 0.000, 0.000, 0.000, 0.000, 0.000, 0.000, 0.000, 0.000, 0.000, 0.001, 0.000, 0.000, 0.000, 0.000, 0.000, 0.000, 0.000, 0.000, 0.000, -0.001, 0.000, 0.000, 0.000, 0.000, 0.000, 0.000, 0.000, 0.000, 0.000, 0.000, 0.000]}